[1]
13
Properties=species:S:1:pos:R:3:mulliken_charge:R:1 method="wB97M-V/def2-TZVPD" total_charge=+2 orbital_gap_ev="8.815 / 5.558" spin_multiplicity=3 max_force_ev_per_a=9.3 e_lumo_ev="-11.07 / -14.26" s2=2.006 energy_ha=-552.9183 molar_mass_g_mol=302.04
H 1.785 -0.185 2.797 0.395
H -2.616 -0.994 -0.214 0.405
Au 0.603 0.999 0.962 0.864
C -0.776 -1.898 -0.720 -0.240
H 0.288 -2.023 -0.524 0.279
O -1.019 0.983 -1.807 -0.378
H 0.722 -1.235 2.062 0.420
O -1.118 0.239 0.295 -0.238
C -1.139 1.327 -0.641 0.909
O 1.226 -0.307 2.023 -0.495
O -0.551 2.281 -0.058 -0.476
H -1.244 -2.521 -1.481 0.303
C -1.546 -1.055 -0.002 0.253


[2]
21
Properties=species:S:1:pos:R:3:mulliken_charge:R:1 method="wB97M-V/def2-TZVPD" total_charge=+1 orbital_gap_ev=10.487 spin_multiplicity=1 max_force_ev_per_a=7.4 e_lumo_ev=-3.69 energy_ha=-365.6863 molar_mass_g_mol=108.16
O 0.701 2.257 1.616 -0.638
N 0.582 -0.890 0.555 -0.325
C -2.312 1.781 -1.551 -1.158
H 4.027 -2.858 1.157 0.346
C -1.766 0.857 -0.420 0.043
C -0.147 -1.308 -0.873 -0.211
H -0.008 -2.234 -1.366 0.367
H -0.358 -0.810 1.008 0.421
H -2.081 -1.096 -1.391 0.354
H -2.427 0.924 0.545 0.341
H 1.013 -0.030 0.950 0.233
H 0.781 2.649 2.475 0.303
H 2.959 -2.893 -0.067 0.334
H 1.125 -1.729 0.856 0.364
H -0.800 1.472 -0.259 -0.012
O 3.235 -2.362 0.726 -0.679
H 1.151 2.940 1.079 0.327
C -1.349 -0.572 -0.838 -0.380
H -2.955 1.308 -2.361 0.303
H -3.022 2.488 -1.143 0.328
H -1.536 2.389 -2.011 0.336


[3]
21
Properties=species:S:1:pos:R:3:mulliken_charge:R:1 method="wB97M-V/def2-TZVPD" orbital_gap_ev=10.511 spin_multiplicity=1 smiles="C[C@@H](N)CC=O.O.O" max_force_ev_per_a=4.0 e_lumo_ev=0.66 energy_ha=-440.6491 molar_mass_g_mol=123.15
O 3.023 0.548 0.848 -0.474
H 2.305 -1.159 0.198 0.406
H -0.773 0.410 2.748 0.422
C 2.169 -0.073 0.253 -0.255
C 0.917 0.632 -0.206 -0.244
H 0.734 0.535 -1.284 0.426
H -0.885 -1.893 -0.952 0.355
H 1.035 1.716 -0.126 0.301
O -0.283 -2.642 -0.974 -0.635
H 0.974 0.206 2.471 0.432
C -0.245 0.103 0.631 -0.233
H -1.528 1.640 0.125 0.241
H -1.145 0.314 -1.970 0.345
N -1.569 0.624 0.204 -0.614
H -2.216 0.416 0.963 0.290
C 0.080 0.662 2.100 -1.517
H 0.100 1.740 2.219 0.355
H -0.409 -0.946 0.858 0.451
O -0.854 -0.096 -2.795 -0.660
H 0.128 -2.561 -1.855 0.319
H -1.559 -0.176 -3.455 0.291


[4]
12
Properties=species:S:1:pos:R:3:mulliken_charge:R:1 method="wB97M-V/def2-TZVPD" total_charge=+2 orbital_gap_ev="7.891 / 6.033" spin_multiplicity=6 max_force_ev_per_a=8.0 e_lumo_ev="-9.11 / -10.96" s2=8.754 energy_ha=-1680.0181 molar_mass_g_mol=184.99
O 1.210 -0.487 0.615 -0.368
Mn -1.823 0.788 -0.052 1.751
O -0.960 -0.761 0.474 -0.610
C -3.628 2.602 -1.793 0.572
H 0.273 -2.242 1.130 0.447
C 2.560 -1.145 1.370 -0.679
C 2.773 -1.270 0.033 0.938
H 3.149 -0.438 1.960 0.296
O -2.895 1.979 -1.127 -0.456
O 3.498 -1.002 -0.847 -0.205
O -4.297 3.199 -2.500 -0.115
C 0.140 -1.222 0.736 0.428


[5]
25
Properties=species:S:1:pos:R:3:mulliken_charge:R:1 method="wB97M-V/def2-TZVPD" orbital_gap_ev=9.461 spin_multiplicity=1 smiles=CN1C(C)(C)SC[C@]1(C)C#N max_force_ev_per_a=4.6 e_lumo_ev=0.71 energy_ha=-820.8312 molar_mass_g_mol=170.28
H 2.063 -1.470 -1.754 0.394
C -1.387 -0.189 0.350 1.400
C -1.055 -1.660 0.418 -1.000
H 1.080 2.344 -0.223 0.427
H 0.345 -1.254 -1.921 0.420
C 1.248 -0.844 -1.548 -1.548
H -1.831 -2.116 1.135 0.476
H -2.627 1.102 1.481 0.458
H -1.245 0.798 2.346 0.403
C 0.104 1.936 -0.317 -1.040
H -0.619 2.535 0.404 0.242
N 0.176 0.555 0.222 -0.097
C -2.138 0.042 -0.920 -0.178
H -0.101 2.057 -1.405 0.351
S 0.692 -1.801 0.981 -0.209
C 2.497 -0.008 0.329 -1.521
H 2.705 1.072 -0.095 0.311
H -2.428 -0.318 2.319 0.327
H -1.097 -2.258 -0.587 0.307
C -1.879 0.382 1.616 -1.554
N -2.725 0.323 -1.878 -0.546
H 2.489 -0.139 1.362 0.494
C 1.145 -0.404 -0.114 0.925
H 1.437 0.074 -2.112 0.341
H 3.152 -0.756 -0.088 0.415


[6]
130
Properties=species:S:1:pos:R:3:mulliken_charge:R:1 method="wB97M-V/def2-TZVPD" total_charge=+1 orbital_gap_ev=7.986 spin_multiplicity=1 max_force_ev_per_a=1.8 e_lumo_ev=-3.09 energy_ha=-4523.2743 molar_mass_g_mol=1097.48
O -5.922 -7.001 -1.323 -0.655
H 1.804 0.068 -2.150 0.588
O 5.185 -4.479 -2.019 -0.420
C 3.466 -4.850 3.810 -0.002
H -0.755 -1.519 -0.357 0.156
O 5.420 0.199 -0.209 -0.540
H 5.937 -2.949 1.456 0.327
H 2.902 -0.108 0.505 -0.136
C 2.582 6.881 5.094 -0.504
H 3.397 -0.557 -2.386 0.346
H -4.378 2.285 6.805 0.399
O 1.925 5.041 -1.867 -0.738
C -1.391 2.121 5.222 -0.578
H 4.305 -2.026 -4.048 0.309
H 5.839 -4.677 1.539 0.288
H 0.480 -1.913 1.718 -0.374
C -8.228 -5.549 -0.676 -0.573
C -1.753 4.314 6.155 0.379
H 3.956 -6.648 1.306 0.540
C -0.549 8.399 -2.234 -0.520
P 2.368 -5.617 -1.843 -0.013
C -7.043 -4.942 -1.070 0.195
C -0.119 8.370 -4.601 -0.571
O 1.112 7.073 -6.754 -0.649
H -0.772 1.427 4.671 0.584
H -1.030 8.849 -1.376 0.405
C 0.854 6.691 -3.171 0.099
C 3.209 -5.395 2.781 -0.642
O -2.036 6.512 6.950 -0.651
C 0.867 5.208 5.249 0.192
C 4.481 0.848 -0.580 0.079
C 0.401 3.824 4.961 0.521
H 3.805 3.075 -7.256 0.392
C -2.624 1.717 5.704 -0.602
H -3.603 4.599 7.192 0.490
C 3.387 3.577 -6.393 -0.525
C -9.236 -3.384 -0.383 -0.494
H 2.441 5.114 -7.554 0.499
C -1.298 -1.628 0.582 -1.110
H -0.497 -2.211 3.490 0.431
C 1.754 7.792 5.741 -0.481
C -1.069 -4.057 0.886 -1.740
C 0.242 7.274 -2.069 -0.528
C 1.273 6.602 -5.650 0.539
C 0.487 7.412 6.150 -0.576
H 4.767 -5.025 -2.703 0.345
C 3.048 0.383 -0.448 -0.045
N -1.936 -2.930 0.616 0.014
C 2.623 4.720 -6.564 -0.690
C 3.624 3.077 -5.115 -0.494
C 0.042 6.119 5.913 0.199
C -6.961 -3.548 -1.132 0.243
C 3.197 -5.869 1.396 -0.479
H -0.659 0.765 2.361 0.483
H 3.869 2.586 -1.087 0.281
H 0.015 0.520 0.715 0.299
C -0.415 -1.277 1.777 1.562
H 2.414 1.271 -0.419 0.641
C 2.009 -1.844 -1.263 0.632
H -0.556 -4.025 1.855 0.168
H -2.966 0.706 5.525 0.453
C 2.083 5.365 -5.458 0.535
H 2.778 4.884 4.340 0.479
H -7.988 -1.696 -0.820 0.479
C 0.028 0.187 1.752 -1.703
H -10.247 -5.246 -0.035 0.408
H 1.365 -2.225 -2.054 0.550
C -8.059 -2.773 -0.779 -0.566
H 2.915 -2.282 1.093 0.248
C 4.236 -3.728 0.776 -0.875
H -0.183 -3.518 -0.989 -0.189
C 0.663 7.234 -4.445 0.160
C -5.714 -2.874 -1.585 0.506
C -0.945 3.417 5.453 0.220
H 3.729 -4.370 4.725 0.405
C -2.987 3.902 6.641 -0.670
N 3.917 -2.855 -3.618 -0.590
C -3.409 -3.125 -2.479 -0.579
C -3.419 2.606 6.421 -0.460
N 5.404 -3.796 1.311 -0.088
C -5.873 -5.793 -1.418 0.560
H -1.334 9.834 -3.623 0.407
H 2.100 8.800 5.929 0.406
H -1.533 -5.893 -3.005 0.606
H 2.246 -6.346 1.182 0.294
C 3.030 -2.937 -0.906 0.934
H -0.256 8.793 -5.587 0.484
N 3.477 -4.803 0.417 0.298
O 1.509 -6.857 -1.213 -0.516
C 3.082 3.717 -4.015 -0.437
H 1.405 -1.687 -0.370 -1.343
H 0.608 -6.842 -1.570 0.407
C -9.323 -4.772 -0.337 -0.498
H 3.575 7.179 4.783 0.411
O -1.064 -1.610 3.003 -0.624
H -2.100 -0.887 0.553 0.597
C -0.023 -4.267 -0.218 1.366
Cl 1.085 -4.692 -3.186 -0.131
C -2.325 -3.901 -2.847 -0.417
H -8.291 -6.628 -0.639 0.481
P 4.587 -2.956 -2.040 0.061
H -2.749 -2.935 1.208 0.363
H -1.431 -3.426 -3.227 0.488
C 2.601 -0.484 -1.654 -1.395
H -3.369 -2.048 -2.565 0.506
C -0.722 8.951 -3.498 -0.471
C -1.313 5.719 6.388 0.576
H -10.091 -2.780 -0.112 0.411
O 1.277 -4.158 0.377 -0.004
H -3.589 -6.970 -2.159 0.509
H 3.260 3.342 -3.020 0.535
C 2.307 4.853 -4.181 0.049
H -0.159 8.115 6.657 0.482
C -3.534 -5.894 -2.251 -0.938
C 2.393 -4.326 -0.468 0.931
N 3.611 -2.547 0.401 -0.381
H 0.384 6.845 -1.087 0.489
O 1.102 3.045 4.345 -0.703
O -5.629 -1.666 -1.625 -0.667
C -4.562 -3.730 -1.996 0.201
C 1.713 5.494 -2.976 0.609
H 1.032 0.243 2.162 0.348
H 2.905 -2.826 -3.636 0.328
O 4.664 2.044 -1.174 -0.491
C 2.139 5.594 4.845 -0.571
H -1.706 -4.939 0.924 0.578
H 4.231 2.191 -4.982 0.500
C -2.384 -5.286 -2.724 -0.381
C -4.630 -5.119 -1.894 0.181
H -0.193 -5.253 -0.643 -0.442